14
Properties=species:S:1:pos:R:3:mulliken_charge:R:1 method="wB97M-V/def2-TZVPD" homo_energy_ev=-7.6 molar_mass_g_mol=114.11 e_tot_ha=-412.022921 spin_multiplicity=1
O -0.24903 -1.99377 -0.82217 -0.23
H -2.29386 1.01628 1.00024 0.24
H -1.93006 -0.08344 2.20624 0.26
N -1.56305 0.60355 1.56263 -0.59
N 0.41824 -0.62069 1.51673 -0.54
H 0.67858 -0.16755 2.38233 0.25
H 2.37527 0.86543 -2.12777 0.26
H 1.05787 0.09743 -3.17101 0.26
N -0.08682 1.00075 -0.20493 -0.44
N -0.97128 -1.07827 -0.63851 -0.06
C 0.50207 0.65708 -1.24077 0.70
C -0.52562 0.09765 0.77174 0.74
C 1.35764 0.50829 -2.21916 -1.06
H 1.23006 -0.90274 0.98439 0.22



14
Properties=species:S:1:pos:R:3:mulliken_charge:R:1 method="wB97M-V/def2-TZVPD" homo_energy_ev=-8.7 molar_mass_g_mol=114.11 e_tot_ha=-411.928100 spin_multiplicity=1
N 0.31296 -0.22069 0.25348 0.43
H -0.22659 2.08824 0.56629 0.26
N -0.97512 -0.71021 0.46550 -0.72
C 1.63053 -0.64396 -0.04113 0.43
H -2.44205 1.10548 -0.09467 0.21
H -1.06241 -0.69237 1.61861 0.29
H -2.20689 -0.17481 -1.64678 0.25
C 0.48893 1.24795 0.12761 -0.01
C -2.10032 -0.09978 -0.46300 -0.62
N 2.17936 -1.80743 -0.18484 -0.67
O 2.40271 0.56174 -0.17844 -0.18
H -3.06133 -0.67904 -0.43584 0.31
N 1.69321 1.57495 -0.05890 -0.29
H 3.36700 -1.55006 0.07210 0.29



14
Properties=species:S:1:pos:R:3:mulliken_charge:R:1 method="wB97M-V/def2-TZVPD" homo_energy_ev=-8.7 molar_mass_g_mol=114.11 e_tot_ha=-411.904998 spin_multiplicity=1
N 0.37909 -1.56030 -0.12083 -1.11
H 0.11590 -1.66486 0.84678 0.32
H -1.44176 0.48749 2.55446 0.21
N -0.65091 1.37225 0.61392 -0.44
O 0.77027 1.63412 -1.25574 -0.24
C -1.73490 0.50775 1.15306 -0.55
H -3.12592 0.81778 0.98823 0.24
C 1.94794 -0.01592 -1.19341 0.03
N 0.78018 -0.30175 -0.50851 0.51
H -1.61095 -0.66826 0.64708 0.08
C 0.13003 0.75031 -0.29227 0.60
N 1.98944 1.13486 -1.62640 -0.28
H 2.98426 -0.67091 -1.20036 0.30
H -0.53268 -1.82255 -0.60601 0.32